C27H28CdN2Si | ωB97M-V/def2-TZVPD

Element x y z (Å)
C  -2.41934  -0.34161  -0.45477
C  -1.79897  -1.36045  0.35735
C  -2.25650  -1.17931  1.69645
H  -1.25991  -2.23478  -0.00664
C  -3.13281  -0.06038  1.71420
C  -3.25256  0.43346  0.39178
H  -3.92120  1.21923  0.05484
H  -2.39161  -0.32050  -1.53994
H  -2.02689  -1.86171  2.51847
H  -3.68803  0.29365  2.58558
Cd  -0.20215  0.51838  0.22149
C  3.86530  -0.90906  0.70846
H  3.40388  -0.96106  1.69873
H  4.95524  -1.05394  0.92329
H  3.80294  -1.88659  0.05248
Si  2.20525  -1.32958  -0.15000
C  2.17439  -1.52616  -1.96124
C  1.02718  -2.12369  -2.50673
H  0.21442  -2.45776  -1.85761
C  0.92067  -2.27980  -3.88637
H  0.04010  -2.76647  -4.30668
C  1.94095  -1.80944  -4.71727
H  1.86672  -1.94596  -5.79992
C  3.05244  -1.14588  -4.17721
H  3.82504  -0.74744  -4.83436
C  3.17104  -0.98544  -2.79226
H  4.02030  -0.43558  -2.36099
C  1.53663  -2.74986  0.82965
C  1.65765  -4.04969  0.30994
H  2.11704  -4.21377  -0.67503
C  1.19531  -5.12864  1.07624
H  1.26790  -6.13147  0.66235
C  0.67347  -4.90595  2.35173
H  0.36961  -5.75475  2.95786
C  0.57690  -3.61553  2.87065
H  0.16774  -3.44392  3.86201
C  1.04243  -2.53110  2.12656
H  1.03276  -1.51749  2.54005
H  1.59185  0.02540  0.13573
H  3.78543  0.05334  0.14067
N  -0.52564  1.92491  2.12342
C  -1.08202  3.20157  1.73087
C  -1.39968  4.15212  2.68277
C  -2.00441  5.36144  2.29104
C  -2.30646  5.60150  0.95861
C  -2.00763  4.63935  -0.04364
C  -2.35250  4.77754  -1.40681
C  -2.08357  3.75209  -2.29636
C  -1.42091  2.60554  -1.84921
N  -1.02441  2.47808  -0.56870
C  -1.35019  3.43740  0.36016
H  0.27946  2.05641  2.73303
H  -1.19680  1.38199  2.67328
H  -1.17917  3.94323  3.73127
H  -2.23608  6.10849  3.04963
H  -2.78541  6.54230  0.65542
H  -2.86601  5.68882  -1.72725
H  -2.39575  3.80064  -3.33626
H  -1.21340  1.76791  -2.52081

Output
Total charge   0
HOMO (spin up / spin down)   -0.1523 / -0.1336 hartree
Kohn-Sham gap (spin up / spin down)   4.19 / 2.99 eV
2S+1   1
ΔE to the lowest compared entry with this formula, charge and spin   0.0 kcal/mol

***

C27H28Cl40N5O4 | ωB97M-V/def2-TZVPD

Element x y z (Å)
N  1.00403  2.09650  1.65105
C  1.98891  1.09468  1.18512
C  1.53711  0.45807  -0.20436
N  2.73200  0.79023  -1.07007
O  2.43911  1.18438  -2.36226
C  3.29826  2.26562  -2.73486
O  4.47705  2.15430  -2.56358
C  2.77819  3.56567  -3.37393
C  2.38001  4.67024  -2.55692
C  1.93554  5.88929  -3.17985
C  1.89923  6.00589  -4.63618
C  2.27640  4.87352  -5.44490
C  2.72084  3.66134  -4.81375
C  3.56597  -0.33375  -0.88552
N  4.80483  -0.57138  -1.33798
N  2.97220  -1.33489  -0.03043
C  1.49568  -1.08645  -0.30146
C  1.33416  -1.77136  -1.71670
C  -0.01918  -2.54302  -1.89239
O  -0.24928  -3.58453  -1.38125
Cl  -1.22580  -1.75210  -2.97978
N  0.79076  -1.86368  0.72500
C  -0.21387  -1.24825  1.16980
O  -0.82597  -0.49849  1.81924
H  1.01376  2.89407  1.01511
H  1.35717  2.42005  2.55380
H  2.18703  0.30270  1.94701
H  2.95978  1.63577  1.02119
H  0.60922  0.93345  -0.60430
H  2.39660  4.63557  -1.44699
H  1.65950  6.74092  -2.53628
H  1.56188  6.94993  -5.16400
H  2.26365  4.93869  -6.54657
H  3.01242  2.80319  -5.44810
H  5.04334  -0.81564  -2.29267
H  5.55687  -0.55810  -0.64838
H  3.25392  -1.26998  0.95236
H  1.50419  -1.07538  -2.57672
H  2.12643  -2.55473  -1.81610
C  -0.35233  -3.85265  3.99848
Cl  -1.50352  -5.07571  4.52783
Cl  -1.07415  -2.83758  2.73589
Cl  0.18214  -2.86275  5.35782
H  0.51404  -4.35554  3.58056
C  -3.95112  -4.65644  7.74113
Cl  -4.28495  -6.31668  8.24845
Cl  -5.45283  -3.81270  7.34316
Cl  -3.06543  -3.78658  8.99522
H  -3.33316  -4.69119  6.84959
C  5.31154  2.78523  2.87824
Cl  3.90653  2.42008  3.88733
Cl  5.12396  2.07168  1.26424
Cl  5.55765  4.52371  2.75784
H  6.18764  2.34594  3.34333
C  -0.44608  -8.46086  6.40241
Cl  0.00814  -8.24754  4.70449
Cl  0.77092  -7.74492  7.46404
Cl  -2.03697  -7.75425  6.71617
H  -0.49817  -9.52406  6.61091
C  -0.81773  9.24906  -4.03421
Cl  -1.92427  9.17797  -5.40778
Cl  0.21611  7.80534  -3.99567
Cl  0.16712  10.71045  -4.10024
H  -1.40618  9.27433  -3.12282
C  -4.65187  -0.72871  1.76637
Cl  -5.18512  -1.73574  3.11594
Cl  -4.43181  -1.70548  0.30859
Cl  -5.80414  0.57701  1.46782
H  -3.69660  -0.28517  2.02769
C  -3.84961  -0.34066  11.33190
Cl  -2.19558  0.13462  10.92559
Cl  -4.84632  1.08423  11.64480
Cl  -4.54746  -1.32294  10.04104
H  -3.81878  -0.93905  12.23592
C  6.76978  4.51573  -5.56156
Cl  6.66737  5.19706  -7.18733
Cl  7.40285  5.70875  -4.42415
Cl  5.17864  3.93297  -5.03021
H  7.45341  3.67370  -5.58758
C  -0.60116  -9.58975  1.27163
Cl  -0.11796  -11.26814  1.02535
Cl  0.73509  -8.64386  1.93350
Cl  -1.16385  -8.86947  -0.24138
H  -1.41885  -9.57082  1.98511
C  -2.81748  13.99177  -4.17732
Cl  -1.15750  14.08975  -3.57993
Cl  -3.07283  15.14181  -5.49195
Cl  -3.19803  12.34744  -4.70627
H  -3.48656  14.25058  -3.36400
C  -3.72393  -7.42701  -2.69006
Cl  -2.91725  -5.90204  -2.30824
Cl  -5.45934  -7.30494  -2.39018
Cl  -3.41234  -7.89043  -4.36687
H  -3.32006  -8.19817  -2.04294
C  -2.44425  -10.33104  -7.19815
Cl  -0.79841  -10.43594  -6.56235
Cl  -2.57637  -9.01195  -8.36726
Cl  -2.92549  -11.86283  -7.93226
H  -3.11604  -10.12330  -6.37213
C  -4.36684  4.36327  0.47182
Cl  -4.09823  5.14340  2.03311
Cl  -5.62842  5.20057  -0.43417
Cl  -2.86392  4.30393  -0.46201
H  -4.69560  3.34416  0.65231

Output
Total charge   +1
HOMO   -0.4264 hartree
Kohn-Sham gap   6.46 eV
2S+1   1
ΔE to the lowest compared entry with this formula, charge and spin   34.4 kcal/mol

***

C27H28Cl5Ge2KN3O2S3Se | ωB97M-V/def2-TZVPD

Element x y z (Å)
K  2.25161  1.04449  1.38708
O  -0.20823  -1.50845  3.89342
S  1.21831  -1.60721  3.59909
O  2.01134  -2.65269  4.16629
N  1.39882  -1.37723  1.92719
C  0.98778  -2.33273  1.10519
C  0.15628  -3.48671  1.31734
C  -0.10573  -4.54439  0.40367
C  0.39628  -4.38661  -0.89089
C  0.98464  -3.17161  -1.35193
C  1.45741  -2.96901  -2.60539
C  2.35499  -1.96987  -2.72766
C  2.77316  -1.19625  -1.70184
N  2.23461  -1.28202  -0.49959
C  1.42611  -2.30515  -0.27746
C  1.85471  -0.04669  4.26296
C  1.04256  1.05163  4.37999
C  1.53445  2.18712  4.87363
C  2.87590  2.31897  5.25136
C  3.64999  1.21027  5.16611
C  3.18030  0.00392  4.68677
H  -0.31539  -3.81078  2.27476
H  -0.60986  -5.54913  0.58595
H  0.00764  -5.09066  -1.62594
H  1.10743  -3.60246  -3.37997
H  2.70656  -1.91679  -3.71305
H  3.31596  -0.27027  -1.95601
H  -0.00003  0.91103  4.07644
H  0.88368  2.98904  4.89006
H  3.13733  3.27901  5.61095
H  4.71854  1.33057  5.48795
H  3.86064  -0.88814  4.66119
Cl  -3.09825  -1.89064  -2.84145
C  -3.17180  -2.94062  -1.45319
C  -3.21220  -2.26479  -0.22139
C  -3.41862  -3.03425  0.90753
C  -3.62305  -4.42200  0.77578
C  -3.56901  -5.03363  -0.42667
Cl  -3.81202  -6.75912  -0.47296
C  -3.36497  -4.35262  -1.62488
S  -3.11334  -5.30597  -3.03639
H  -3.23810  -1.15923  -0.24008
H  -3.31054  -2.57327  1.89337
H  -3.78799  -4.98241  1.67017
Cl  2.06994  5.66661  3.75346
Ge  0.17207  5.72837  2.42502
Cl  -1.25031  5.50942  4.08465
Cl  0.06059  3.43682  1.99119
C  0.13077  4.71600  -1.41747
Ge  -0.58431  2.98686  -1.90726
C  0.14873  1.26824  -1.12896
C  -2.50922  2.81223  -1.43222
C  -0.25266  2.90476  -3.95466
Se  -0.69163  1.31436  -4.90524
C  -2.63026  1.36573  -5.09266
H  -0.72406  5.36479  -1.34016
H  0.63229  5.01479  -2.33772
H  0.79277  4.74656  -0.57186
H  -0.19245  1.23065  -0.11295
H  1.30492  1.30018  -1.29364
H  -0.40486  0.52069  -1.72305
H  -2.78266  3.14224  -0.47659
H  -2.82774  1.85677  -1.50854
H  -3.10855  3.52755  -2.14891
H  0.89717  2.95391  -4.01050
H  -0.58359  3.85755  -4.33709
H  -2.99360  0.29116  -5.36218
H  -2.87612  2.02552  -5.82717
H  -3.12876  1.67985  -4.14724
S  3.34580  3.94696  -2.94042
C  3.20404  2.93176  -1.71027
N  3.21380  2.25706  -0.77506

Output
Total charge   -2
HOMO (spin up / spin down)   -0.0942 / -0.0935 hartree
Kohn-Sham gap (spin up / spin down)   6.01 / 3.46 eV
2S+1   2
⟨S²⟩   0.7779
ΔE to the lowest compared entry with this formula, charge and spin   72.7 kcal/mol

***

C27H28ClN4O3S2 | ωB97M-V/def2-TZVPD

Element x y z (Å)
C  3.77002  0.90792  -2.40539
N  4.54531  0.14693  -1.44701
C  4.72084  -1.21629  -1.90896
H  5.25121  -1.79646  -1.15502
H  5.28825  -1.26710  -2.84767
H  3.74119  -1.66530  -2.07059
C  5.82189  0.76550  -1.11456
C  5.67360  2.05742  -0.31065
C  4.89418  1.86565  0.98910
N  3.51094  1.47458  0.74793
C  3.19572  0.14868  0.60314
N  2.08627  -0.27608  0.10156
C  1.91570  -1.61388  0.28175
C  0.83234  -2.38946  -0.13274
C  0.80788  -3.74374  0.14203
C  1.85689  -4.34817  0.82534
C  2.94420  -3.61128  1.25729
C  2.95901  -2.25558  0.99068
S  4.16948  -1.08586  1.42728
H  3.75767  -4.07445  1.79150
H  1.81771  -5.40751  1.02102
H  -0.03393  -4.33283  -0.18393
Cl  -0.49667  -1.67050  -1.00549
S  -2.72770  -0.00611  -0.45642
O  -2.92108  -0.27089  -1.83536
O  -3.10087  -0.90926  0.56766
C  -1.30210  0.97712  -0.08074
C  -0.78891  0.94160  1.20595
C  0.45652  1.49266  1.43058
C  1.17998  2.01768  0.35993
C  0.59074  2.15688  -0.89327
C  -0.65983  1.61660  -1.12460
H  -1.10656  1.62469  -2.10593
H  1.13444  2.63155  -1.69391
C  2.59501  2.47901  0.55304
O  2.90049  3.64789  0.56001
H  0.89568  1.45466  2.41527
H  -1.33144  0.43186  1.98619
N  -4.11350  1.36756  -0.26164
C  -5.34626  0.61532  -0.31113
C  -5.93336  0.05611  -1.42430
C  -7.09132  -0.68512  -1.22276
C  -7.61449  -0.85514  0.04922
C  -7.00106  -0.29068  1.16062
C  -5.85335  0.45122  0.97125
C  -4.97225  1.16085  1.95714
H  -5.53551  1.74166  2.68541
H  -4.36393  0.42876  2.49153
C  -4.11476  2.05202  1.04682
H  -3.09223  2.18262  1.40178
H  -4.57883  3.03598  0.93611
H  -7.41157  -0.42864  2.14795
H  -8.51359  -1.43639  0.17965
H  -7.58454  -1.13388  -2.06990
H  -5.51048  0.18080  -2.40790
H  -3.98764  1.98622  -1.06218
H  4.86726  2.81110  1.53602
H  5.36475  1.10134  1.61055
H  5.18932  2.83429  -0.90235
H  6.67208  2.41452  -0.05672
H  6.38227  0.04546  -0.51159
H  6.41031  0.97401  -2.02282
H  2.79148  0.43875  -2.50818
H  4.25303  0.94557  -3.39126
H  3.62873  1.92568  -2.04948

Output
Total charge   +1
HOMO   -0.3835 hartree
Kohn-Sham gap   7.12 eV
2S+1   1
ΔE to the lowest compared entry with this formula, charge and spin   32.6 kcal/mol

***

C27H28F5N5O13PbSSeSi | ωB97M-V/def2-TZVPD

Element x y z (Å)
Pb  0.08124  -0.00360  1.08459
C  -1.38036  -5.33370  -6.80621
C  -0.93426  -4.19500  -5.92981
C  -0.22856  -3.12400  -6.46061
C  0.14544  -2.06080  -5.65501
C  -0.18386  -2.06360  -4.31511
C  -0.87696  -3.12520  -3.76421
C  -1.24606  -4.18800  -4.57221
S  0.03644  -0.53380  -3.35391
O  0.75224  0.38270  -4.22801
O  -1.33756  -0.15820  -3.09031
N  0.73694  -0.86720  -1.95981
C  2.02804  -1.22300  -1.89541
C  2.91834  -1.18590  -2.97371
C  4.24524  -1.57390  -2.85931
C  4.74484  -2.05810  -1.67631
C  3.89204  -2.16220  -0.56461
C  4.33694  -2.70920  0.65719
C  3.44944  -2.90650  1.67829
C  2.13544  -2.45530  1.50829
N  1.71744  -1.83970  0.42359
C  2.53774  -1.72350  -0.64161
H  -0.95226  -5.24810  -7.80361
H  -2.46696  -5.32860  -6.89901
H  -1.08906  -6.29490  -6.38281
H  0.01584  -3.11870  -7.51451
H  0.67394  -1.20600  -6.04741
H  -1.12776  -3.08590  -2.71441
H  -1.79676  -5.02340  -4.16011
H  2.55664  -0.80790  -3.91551
H  4.88794  -1.49500  -3.72791
H  5.77684  -2.36740  -1.58241
H  5.38074  -2.98060  0.75099
H  3.74544  -3.33970  2.61989
H  1.40674  -2.59700  2.29069
C  -4.48206  -1.21160  -0.89171
O  -3.85456  0.00780  -1.25221
C  -2.58456  0.12850  -0.80861
O  -2.04026  -0.76530  -0.17981
N  -2.09846  1.35400  -1.03851
N  -0.74326  1.61810  -0.78351
H  -5.53896  -1.09280  -1.12141
H  -4.34216  -1.40570  0.17429
H  -4.05326  -2.03770  -1.46361
H  -2.55526  1.89430  -1.76501
H  -0.64136  2.64680  -0.66981
H  -0.17866  1.32320  -1.58421
O  2.59684  -1.33010  4.44879
N  1.80364  -0.49210  4.04429
O  0.96204  -0.00130  4.76689
O  1.90044  -0.12310  2.83719
F  -5.76886  1.48220  5.22709
C  -4.69236  0.90410  4.63399
C  -4.08056  -0.21140  5.19279
F  -4.57906  -0.72090  6.34519
C  -2.99556  -0.80900  4.57939
F  -2.47246  -1.91100  5.16469
C  -2.42386  -0.34270  3.35559
O  -1.45196  -0.93340  2.79709
C  -3.09196  0.80650  2.84019
F  -2.66556  1.33660  1.67509
C  -4.17946  1.40360  3.44369
F  -4.77166  2.46680  2.86049
O  -0.78896  4.93110  1.66579
Se  -0.75546  5.65090  -0.21521
O  -0.64746  4.29180  -1.07611
O  -0.78446  3.57430  1.78019
O  0.67564  6.37270  -0.27801
C  0.69224  5.21530  4.22169
Si  1.55884  4.02440  2.99539
C  2.74444  4.95730  1.82889
C  2.54154  2.73310  3.96549
O  0.48874  3.07450  2.13009
H  1.34114  5.48870  5.04849
H  -0.19736  4.75320  4.64119
H  0.38414  6.12700  3.71979
H  3.43744  5.59520  2.37359
H  2.19814  5.57540  1.12079
H  3.32874  4.24400  1.25139
H  3.30704  3.21030  4.56859
H  3.02264  2.03600  3.28919
H  1.89484  2.16130  4.62059

Output
Total charge   -2
HOMO   -0.1125 hartree
Kohn-Sham gap   6.71 eV
2S+1   1
ΔE to the lowest compared entry with this formula, charge and spin   83.1 kcal/mol

***

C27H28GaN2O2 | ωB97M-V/def2-TZVPD

Element x y z (Å)
Ga  0.03408  0.01031  -0.30508
C  1.81570  -0.40982  -1.07728
C  1.72274  -1.88258  -0.95993
C  2.08366  -2.24598  0.30390
C  2.48249  -1.06769  1.04732
C  2.38404  0.03108  0.23619
C  2.79174  1.44389  0.52680
C  2.91800  -1.08865  2.47704
C  2.04197  -3.63322  0.86213
C  1.28173  -2.78678  -2.06534
C  2.25874  0.23972  -2.36761
H  3.83658  1.61232  0.25568
H  2.68453  1.68896  1.58385
H  2.19871  2.16739  -0.03875
H  3.87607  -1.60072  2.58779
H  2.19703  -1.61978  3.10214
H  3.03248  -0.08335  2.87944
H  1.08501  -4.11594  0.65393
H  2.18820  -3.63462  1.94130
H  2.82231  -4.26085  0.42740
H  2.13787  -3.15249  -2.63825
H  0.62303  -2.27972  -2.77361
H  0.75320  -3.65981  -1.68150
H  3.29315  -0.03492  -2.58205
H  2.20687  1.32817  -2.31585
H  1.64878  -0.08345  -3.21252
C  -1.74670  0.71210  -2.88868
O  -1.16700  1.07951  -1.62051
C  -1.23325  2.42268  -1.20983
C  -1.60261  3.45339  -2.04289
C  -1.63884  4.74107  -1.51365
C  -1.31355  4.97591  -0.18846
C  -0.93950  3.93027  0.64267
C  -0.88998  2.64484  0.13015
N  -0.52993  1.48299  0.83623
N  -0.58324  1.46242  2.10762
C  -0.45844  0.27962  2.74282
C  -0.69853  -0.98604  2.12020
O  -0.84396  -1.17203  0.83103
C  -0.86619  -2.12818  2.94818
C  -0.70296  -2.04812  4.29233
C  -0.39352  -0.82106  4.95072
C  -0.21378  -0.76875  6.34453
C  0.06018  0.42442  6.96360
C  0.16422  1.59237  6.19905
C  0.00179  1.56192  4.83330
C  -0.28812  0.35357  4.18356
H  -2.77418  1.06782  -2.92538
H  -1.72504  -0.37350  -2.92633
H  -1.15485  1.13151  -3.70026
H  -1.86487  3.28283  -3.07627
H  -1.92597  5.56392  -2.15284
H  -1.35028  5.98269  0.20286
H  -0.68764  4.09415  1.68091
H  -1.09754  -3.06015  2.45136
H  -0.80209  -2.94137  4.89774
H  -0.29578  -1.68335  6.91795
H  0.19697  0.46593  8.03515
H  0.38146  2.53239  6.68794
H  0.10045  2.46945  4.25574

Output
Total charge   +1
HOMO   -0.3958 hartree
Kohn-Sham gap   6.59 eV
2S+1   1

***

no.,E (a.u.)
1,-1612.14467
2,-20027.49729
3,-12011.30833
4,-2746.74742
5,-6078.72134
6,-3230.23936